Here is 10 unconnected molecules or ions with the total composition C48H80Cl3F3N8O5S from the Open Molecules 2025 dataset. Energies are from ωB97M-V/def2-TZVPD.

CARTESIAN COORDINATES (ANGSTROEM)
C -1.96715 0.36294 -1.42755
C -0.62777 1.10893 -1.19209
C 0.46142 0.05549 -1.08345
N 1.92598 0.63799 -0.91385
C 2.32238 1.44452 -2.20463
C 2.90307 -0.55369 -0.84558
C 4.15874 0.11029 -0.14268
C 3.70406 1.20066 0.76340
C 2.19098 1.31352 0.43050
H -2.72092 1.14196 -1.31331
H -2.18914 -0.27477 -0.57189
H -2.09407 -0.14739 -2.38231
H -0.53752 1.71929 -0.29353
H -0.39612 1.73394 -2.05452
H 0.62735 -0.59030 -1.94573
H 0.15546 -0.63662 -0.29893
H 1.84015 2.41359 -2.07635
H 2.06910 1.03558 -3.18275
H 3.36239 1.73775 -2.06146
H 3.09415 -0.95112 -1.84239
H 2.46969 -1.31556 -0.19763
H 4.88186 0.51511 -0.85072
H 4.62985 -0.61980 0.51545
H 4.25168 2.11871 0.55036
H 3.92213 0.93072 1.79669
H 1.78382 2.32457 0.42123
H 1.65584 0.69530 1.15128
C 5.89036 -3.03051 -1.85098
F 5.37718 -2.57532 -0.75170
F 6.92914 -3.76987 -1.49730
F 5.07274 -3.85655 -2.58393
S 6.40321 -1.47543 -3.00798
O 7.15918 -2.07977 -4.07309
O 5.13426 -0.85409 -3.41724
O 7.14443 -0.53322 -2.16999
C -0.79410 1.57619 -6.01332
Cl -1.98656 2.85029 -5.84574
Cl -1.36015 0.19704 -5.09033
Cl 0.79554 1.99544 -5.46294
H -0.75383 1.30000 -7.06698
C -6.89274 -2.22394 -2.96435
C -6.12456 -1.17609 -2.10887
C -7.11394 -0.26894 -1.44093
C -7.86848 -0.83614 -0.34588
C -6.82507 -1.17393 0.73703
C -5.76658 -2.17125 0.23856
N -5.14615 -1.64362 -1.02702
O -4.08224 -2.49870 -1.44587
C -4.70510 -2.14699 1.39087
C -6.34428 -3.53219 0.25941
C -5.34669 -0.26514 -3.04149
H -7.83499 -2.46634 -2.47291
H -6.22387 -3.06102 -3.16438
H -7.23857 -1.67925 -3.84288
H -6.72058 0.67571 -1.06544
H -7.74320 0.18682 -2.20540
H -8.52113 -1.63657 -0.69437
H -8.50864 -0.04371 0.04188
H -7.22184 -1.63691 1.64053
H -6.37400 -0.23928 1.07033
H -4.00230 -2.97567 1.30442
H -4.07576 -1.25751 1.41983
H -5.20528 -2.33500 2.34091
H -7.22334 -3.59872 -0.38163
H -5.65935 -4.34405 0.01476
H -6.63342 -3.74928 1.28769
H -5.96880 0.12194 -3.84850
H -4.45987 -0.72403 -3.47860
H -4.97310 0.66072 -2.60409
C -1.24676 3.79754 1.36041
C -1.88862 3.54079 2.71722
C -2.84449 4.75115 2.80171
C -3.71384 4.74482 4.09750
C -4.49701 3.47518 4.01144
C -3.68450 2.09955 3.89348
N -2.70878 2.25085 2.77883
O -2.07550 1.02486 2.39483
C -3.00627 1.68846 5.27301
C -4.80193 1.03846 3.66408
C -0.70166 3.69679 3.78237
H -0.50504 3.02098 1.17353
H -0.68930 4.73294 1.31191
H -1.98227 3.79803 0.55596
H -2.28164 5.68455 2.79415
H -3.45963 4.81503 1.90414
H -4.41088 5.58267 4.11318
H -3.14145 4.79446 5.02379
H -5.33119 3.60154 3.32131
H -4.95054 3.42151 5.00115
H -3.75213 1.78236 6.06229
H -2.60957 0.67454 5.32485
H -2.23064 2.38050 5.60101
H -5.55240 1.09488 4.45257
H -5.14723 1.13897 2.63512
H -4.45681 0.00605 3.71991
H -0.20729 4.65485 3.62167
H 0.08284 2.94443 3.70110
H -1.16005 3.88212 4.75378
N 0.72060 -3.21273 -2.16933
C -0.55295 -3.07602 -1.56122
C -0.29486 -3.17925 -0.19784
C 1.03879 -3.57541 -0.02824
C 1.69349 -3.64222 -1.28991
H 0.86216 -3.24084 -3.16897
H -1.46038 -2.75576 -2.05152
H -1.03049 -3.03666 0.57992
H 1.53955 -3.66910 0.92406
H 2.67573 -3.88503 -1.66760
N 4.31823 -2.38761 3.68705
C 3.76439 -1.46273 4.53018
C 2.60800 -1.03199 3.95145
C 2.44327 -1.70086 2.71040
C 3.50474 -2.55697 2.58586
H 5.21815 -2.84369 3.73425
H 4.24309 -1.08916 5.42332
H 1.89612 -0.30530 4.31415
H 1.64423 -1.57065 1.99557
H 3.74091 -3.25178 1.79347
N 3.36005 -2.52135 -4.82583
C 3.29420 -3.88128 -4.98588
C 2.00605 -4.28220 -5.18905
C 1.29877 -3.04897 -5.28660
C 2.13570 -2.00222 -5.03369
H 4.08065 -2.09887 -4.25807
H 4.24529 -4.37267 -4.84315
H 1.54070 -5.22805 -5.42404
H 0.28785 -2.89299 -5.63315
H 1.93397 -0.99443 -4.70195
N 7.46328 -1.46642 0.99864
C 8.31393 -2.53872 1.34481
C 8.81262 -2.25470 2.58441
C 8.16566 -1.12515 3.04186
C 7.39238 -0.58656 2.04896
H 6.88406 -1.26955 0.19499
H 8.64602 -3.35465 0.72001
H 9.50686 -2.80599 3.20127
H 8.27687 -0.66053 4.01045
H 6.65277 0.20037 2.03825
N 4.44214 4.78347 -0.66070
C 3.20380 4.82248 -1.31200
C 2.20084 4.66273 -0.40089
C 2.81563 4.64429 0.87728
C 4.17443 4.80776 0.70381
H 5.37890 4.83863 -1.03424
H 3.31599 4.91710 -2.38198
H 1.13185 4.57714 -0.52876
H 2.35557 4.48843 1.84188
H 4.98002 4.78065 1.42261

Output
total energy = -4769.28351 a.u.
HOMO-LUMO gap (spin up / spin down) = 0.295 / 0.263 Ha
2S+1 = 3